# C41H104BeN7O13

A structure of composition C41H104BeN7O13 at a distorted geometry (ωB97M-V with the def2-TZVPD basis set, the Open Molecules 2025 dataset).

Geometry (Å):
Be: 3.04 0.80 1.44
C: -1.19 1.20 -0.84
C: -0.62 1.59 0.50
C: -1.58 1.20 1.64
O: 0.67 1.06 0.66
H: -2.14 1.69 -1.04
H: -1.28 0.12 -0.99
H: -0.45 1.37 -1.61
H: -0.53 2.67 0.38
H: -2.50 1.76 1.42
H: -1.21 1.44 2.63
H: -1.84 0.17 1.86
C: 2.24 -2.53 9.41
O: 0.84 -2.62 9.06
C: 0.18 -3.95 9.25
C: -0.12 -4.44 7.89
N: -1.33 -3.92 7.21
C: -1.44 -4.25 5.76
C: -0.95 -3.02 4.96
O: -1.73 -1.82 5.27
C: -2.98 -1.69 4.51
H: 2.82 -3.32 8.95
H: 2.46 -2.47 10.48
H: 2.64 -1.57 9.08
H: -0.60 -3.83 10.01
H: 0.87 -4.70 9.64
H: -0.13 -5.53 7.88
H: 0.71 -4.24 7.21
H: -1.44 -2.92 7.33
H: -2.50 -4.30 5.51
H: -0.77 -5.09 5.55
H: -0.79 -3.26 3.91
H: 0.05 -2.75 5.32
H: -3.69 -0.91 4.82
H: -3.55 -2.62 4.46
H: -2.64 -1.51 3.49
C: -7.74 5.92 -2.82
O: -7.03 5.20 -1.83
C: -7.68 4.61 -0.66
C: -6.94 3.22 -0.33
N: -5.52 3.58 -0.27
C: -4.73 2.46 -0.58
C: -4.73 2.13 -2.13
O: -4.07 3.26 -2.74
C: -4.24 3.52 -4.04
H: -8.57 6.47 -2.38
H: -8.32 5.19 -3.39
H: -7.20 6.73 -3.30
H: -8.71 4.34 -0.86
H: -7.62 5.25 0.22
H: -7.19 2.60 -1.19
H: -7.33 2.75 0.57
H: -5.44 4.18 -1.07
H: -5.00 1.57 -0.02
H: -3.71 2.69 -0.27
H: -5.70 1.82 -2.52
H: -4.13 1.24 -2.33
H: -5.23 3.99 -4.10
H: -4.26 2.68 -4.73
H: -3.53 4.30 -4.28
C: 1.52 -4.15 -9.03
O: 0.91 -4.35 -7.82
C: 1.76 -4.54 -6.72
C: 2.75 -3.42 -6.33
N: 2.32 -2.33 -5.43
C: 1.20 -1.51 -5.99
C: 0.91 -0.37 -5.05
O: 0.57 0.81 -5.75
C: -0.06 1.78 -4.90
H: 2.04 -3.19 -9.13
H: 0.73 -4.08 -9.77
H: 2.24 -4.94 -9.25
H: 2.33 -5.45 -6.94
H: 1.16 -4.94 -5.91
H: 3.26 -3.01 -7.20
H: 3.58 -3.82 -5.74
H: 3.09 -1.68 -5.42
H: 0.27 -2.07 -6.11
H: 1.56 -1.10 -6.94
H: 1.65 -0.15 -4.27
H: -0.02 -0.67 -4.57
H: 0.27 1.68 -3.87
H: -1.15 1.74 -4.78
H: 0.21 2.81 -5.13
C: -2.41 -8.27 -3.38
O: -2.45 -7.01 -4.01
C: -1.19 -6.35 -4.21
C: -1.46 -4.92 -4.66
N: -1.80 -4.01 -3.48
C: -0.70 -3.26 -3.06
C: -1.00 -2.44 -1.87
O: -1.26 -3.43 -0.79
C: -1.45 -2.84 0.50
H: -1.58 -8.27 -2.67
H: -2.22 -9.09 -4.07
H: -3.27 -8.43 -2.72
H: -0.69 -7.01 -4.92
H: -0.67 -6.37 -3.26
H: -2.31 -5.05 -5.33
H: -0.60 -4.61 -5.25
H: -2.09 -4.60 -2.71
H: -0.46 -2.75 -3.99
H: 0.17 -3.84 -2.77
H: -1.93 -1.88 -1.99
H: -0.15 -1.83 -1.55
H: -1.78 -3.74 1.03
H: -2.26 -2.11 0.43
H: -0.54 -2.44 0.95
C: 3.17 -2.59 3.08
O: 3.01 -1.71 2.00
C: 2.85 -2.47 0.79
C: 2.65 -1.69 -0.56
N: 3.58 -0.64 -0.62
C: 3.45 0.13 -1.85
C: 4.32 1.44 -1.85
O: 3.63 2.15 -0.74
C: 2.50 2.93 -1.20
H: 2.25 -3.16 3.23
H: 3.30 -2.11 4.05
H: 4.02 -3.27 3.04
H: 1.96 -3.06 1.00
H: 3.66 -3.18 0.63
H: 1.59 -1.42 -0.53
H: 2.73 -2.38 -1.41
H: 4.54 -0.95 -0.63
H: 2.39 0.33 -1.99
H: 3.77 -0.50 -2.68
H: 4.22 2.07 -2.73
H: 5.30 1.09 -1.53
H: 1.77 2.31 -1.72
H: 2.78 3.61 -2.01
H: 2.08 3.45 -0.34
C: 4.63 7.85 0.44
C: 3.80 6.96 1.41
C: 2.39 6.63 0.93
O: 1.81 5.75 1.95
C: 0.44 5.43 1.79
N: 4.64 5.81 1.71
H: 4.84 7.34 -0.50
H: 5.67 8.05 0.72
H: 4.19 8.76 0.05
H: 3.68 7.45 2.38
H: 2.52 6.12 -0.02
H: 1.73 7.47 0.70
H: -0.18 6.32 1.64
H: 0.12 4.85 2.65
H: 0.25 4.85 0.89
H: 4.74 5.17 0.93
H: 5.61 6.06 1.89
C: 3.53 3.57 5.12
C: 3.35 2.39 4.14
C: 2.27 1.45 4.62
O: 1.91 0.54 3.62
C: 0.73 -0.26 3.94
N: 2.99 2.98 2.86
H: 4.20 4.35 4.76
H: 4.00 3.21 6.04
H: 2.55 3.95 5.41
H: 4.31 1.91 3.98
H: 1.34 1.93 4.92
H: 2.55 0.99 5.57
H: 0.29 -0.76 3.08
H: -0.10 0.34 4.32
H: 0.99 -1.07 4.62
H: 3.65 3.73 2.71
H: 2.16 3.47 3.18

Results
Gap between HOMO and LUMO in eV: 5.2
E_HOMO in Eh: -0.354
Charge: +1

Löwdin population analysis, charges in e, atoms 1 to 4: 1.0141 -0.0530 -0.5883 -0.0472